Entry 1:
Entry from the Open Molecules 2025 dataset: an isolated molecule of C6H5FN2S in a non-equilibrium geometry (ωB97M-V/def2-TZVPD).

```
15
C6H5FN2S, DFT ωB97M-V/def2-TZVPD
C -0.923 0.294 1.455
C -1.683 0.417 0.431
F -2.639 1.298 0.489
C -1.510 -0.261 -0.964
C -0.324 -0.746 -1.377
N 0.864 -0.886 -0.735
C 1.572 -0.110 -0.147
S 3.152 -0.602 0.472
C 1.512 1.344 -0.073
N 1.527 2.500 -0.035
H -0.063 -0.326 1.507
H -1.345 0.740 2.300
H -2.612 -0.366 -1.405
H -0.400 -1.305 -2.355
H 2.871 -1.991 0.435
```

Results
HOMO energy	-9.11	eV
frontier orbital gap	8.5	eV
LUMO energy	-0.6	eV
ΔE to the lowest compared entry with this formula, charge and spin	1.438	eV
maximum force	0.0916	Eh/bohr
structure (SMILES)	C=C(F)/C=C\N=C(\S)C#N
total energy	-22832.3192	eV

---

Entry 2:
Entry from the Open Molecules 2025 dataset: a structure of composition C4H9LiO4Sn in a non-equilibrium geometry (ωB97M-V/def2-TZVPD).

```
19
C4H9LiO4Sn, DFT ωB97M-V/def2-TZVPD
O 2.178 1.008 -1.911
Li 3.392 0.476 -0.617
O 2.161 -0.441 0.401
C 1.671 -1.686 0.700
O 0.259 -1.748 0.828
C -0.459 -1.244 -0.327
C -1.564 -0.344 0.140
O -1.020 1.008 0.222
C -1.914 2.013 0.642
Sn 0.762 0.547 -0.624
H 2.062 -2.067 1.663
H 1.945 -2.409 -0.102
H 2.115 1.066 -2.906
H -0.800 -2.103 -0.923
H -1.964 -0.584 1.142
H -2.394 -0.327 -0.584
H -1.321 2.883 0.943
H -2.593 2.299 -0.177
H -2.515 1.653 1.491
```

Results
HOMO energy	-5.15	eV
frontier orbital gap	5.1	eV
LUMO energy	0.0	eV
maximum force	0.0986	Eh/bohr
total energy	-18517.3302	eV

---

Entry 3:
Entry from the Open Molecules 2025 dataset: a cluster of 2 separate species, C2H2BrNO2 in total in a non-equilibrium geometry (ωB97M-V/def2-TZVPD).

```
8
C2H2BrNO2, DFT ωB97M-V/def2-TZVPD
C -0.811 -0.981 0.603
C 0.018 -1.018 -0.414
N 0.699 1.667 -0.131
O -0.081 2.206 0.591
O 1.568 2.084 -0.876
Br 0.722 -2.017 -1.721
H -1.151 -1.919 1.051
H -0.966 -0.021 0.898
```

Results
HOMO energy (alpha / beta)	-9.97 / -8.67	eV
frontier orbital gap (alpha / beta)	9.4 / 7.0	eV
LUMO energy (alpha / beta)	-0.5 / -1.7	eV
ΔE to the lowest compared entry with this formula, charge and spin	6.193	eV
maximum force	0.0756	Eh/bohr
total energy	-77727.1412	eV

---

Entry 4:
Entry from the Open Molecules 2025 dataset: a structure of composition C2H7B in a non-equilibrium geometry (ωB97M-V/def2-TZVPD).

```
10
C2H7B, DFT ωB97M-V/def2-TZVPD
B 1.808 0.106 0.015
C -1.140 -0.264 -0.460
C -0.230 0.202 0.661
H 1.740 0.950 -0.731
H 2.566 -0.620 0.403
H -1.098 0.135 -1.485
H -0.894 -1.249 -0.677
H -2.158 -0.152 -0.115
H -0.260 1.300 0.848
H -0.334 -0.407 1.542
```

Results
HOMO energy (alpha / beta)	-6.03 / -12.11	eV
frontier orbital gap (alpha / beta)	6.9 / 9.8	eV
LUMO energy (alpha / beta)	0.9 / -2.3	eV
ΔE to the lowest compared entry with this formula, charge and spin	0.000	eV
2S+1	3
maximum force	0.0441	Eh/bohr
total energy	-2857.8974	eV

---

Entry 5:
Entry from the Open Molecules 2025 dataset: a structure of composition ClMg (ωB97M-V/def2-TZVPD).

```
2
ClMg, DFT ωB97M-V/def2-TZVPD
Mg -0.939 0.183 -0.718
Cl 0.939 -0.183 0.718
```

Results
HOMO energy (alpha / beta)	-24.67 / -24.16	eV
frontier orbital gap (alpha / beta)	10.5 / 8.0	eV
charge	+2
LUMO energy (alpha / beta)	-14.2 / -16.2	eV
ΔE to the lowest compared entry with this formula, charge and spin	0.000	eV
2S+1	2
maximum force	0.0018	Eh/bohr
total energy	-17943.8281	eV

---

Entry 6:
Entry from the Open Molecules 2025 dataset: a structure of composition C19H32N3O2OsPSi in a non-equilibrium geometry (ωB97M-V/def2-TZVPD).

```
59
C19H32N3O2OsPSi, DFT ωB97M-V/def2-TZVPD
Os -0.237 -0.582 -0.213
Si -2.211 -1.745 -0.935
P 0.562 -0.913 -2.453
N -0.326 1.163 -0.611
H -1.705 -0.502 0.400
C 2.216 -0.312 -3.058
H 2.207 -0.340 -4.161
H 3.031 -0.952 -2.700
H 2.404 0.722 -2.752
C 0.713 -2.550 -3.301
H 0.925 -2.350 -4.363
H -0.223 -3.110 -3.226
H 1.540 -3.138 -2.884
C -0.387 -0.094 -3.830
H 0.052 -0.443 -4.778
H -0.280 0.997 -3.759
H -1.445 -0.373 -3.797
C -2.153 -3.541 -0.438
H -1.644 -3.644 0.528
H -1.636 -4.127 -1.205
H -3.184 -3.902 -0.354
H -3.538 -1.124 -0.636
H -2.162 -1.650 -2.413
C -0.870 2.341 -0.873
C -0.687 4.754 -0.990
C -0.115 3.545 -0.681
C -2.218 2.420 -1.365
C -2.755 3.653 -1.676
C -1.992 4.814 -1.499
H -0.116 5.670 -0.831
H 0.896 3.437 -0.278
H -2.775 1.483 -1.481
H -3.777 3.707 -2.053
H -2.419 5.785 -1.753
C 2.980 -2.254 0.556
O 2.234 -1.385 0.038
C 3.659 -1.983 1.881
H 3.744 -2.905 2.473
H 3.071 -1.244 2.447
H 4.656 -1.564 1.678
C 3.259 -3.579 -0.125
H 3.983 -3.438 -0.944
H 2.325 -3.976 -0.540
H 3.665 -4.288 0.598
N -0.611 3.384 5.148
C -0.319 2.993 3.863
O -0.045 3.811 2.990
C -0.425 1.516 3.590
C -1.072 0.603 4.433
C -1.197 -0.720 4.019
C -0.730 -1.099 2.755
N -0.242 -0.184 1.891
C 0.048 1.059 2.348
H -0.555 4.366 5.369
H -0.716 2.733 5.907
H -1.496 0.933 5.383
H -1.671 -1.471 4.643
H -0.812 -2.114 2.363
H 0.578 1.706 1.652
```

Results
HOMO energy (alpha / beta)	-5.07 / -7.46	eV
frontier orbital gap (alpha / beta)	5.1 / 7.5	eV
LUMO energy (alpha / beta)	0.0 / 0.1	eV
2S+1	5
maximum force	0.0691	Eh/bohr
total energy	-48417.1412	eV

---

What is the maximum force in the fourth record? 0.0441 Eh/bohr

---

Which of these has the highest total energy? C2H7B

---

Which of these has the lowest total energy? C2H2BrNO2